# 1
C2H2FOP in the gas phase at a distorted geometry, computed with wB97M-V/def2-TZVPD.

## Properties
E_HOMO (alpha / beta): -7.62 / -10.64 eV
2S+1: 3

XYZ file:
```
7
Properties=species:S:1:pos:R:3:forces:R:3:nbo_charge:R:1
C 0.38905 -0.10593 0.43588 -1.1 7.8 -4.0 -0.521
C -0.64704 0.87186 -0.79684 2.0 -0.1 1.7 0.820
O -0.53087 2.06583 -0.83614 -0.4 -2.4 0.0 -0.537
F -1.47801 0.18536 -1.64718 1.0 0.4 1.2 -0.340
P 0.02021 -1.73163 0.70130 -1.8 -4.3 0.4 0.423
H 1.13356 0.69687 0.64954 -0.6 -1.2 0.3 0.225
H 1.11310 -1.98236 1.49344 0.9 -0.3 0.5 -0.069
```
Positions in Å, forces in eV/Å.

***

# 2
C2H2GaLiO2 as an isolated structure at a distorted geometry, computed with wB97M-V/def2-TZVPD.

## Properties
E_HOMO (alpha / beta): -19.66 / -19.43 eV
net charge: +2

XYZ file:
```
8
Properties=species:S:1:pos:R:3:forces:R:3:nbo_charge:R:1
C 0.19172 0.68499 1.23835 1.8 7.4 -3.1 0.230
C -0.67456 -0.02216 0.38216 2.3 -5.2 -3.8 0.315
O -0.40693 -0.17230 -0.88015 -1.0 0.3 2.3 -0.758
O 1.19543 1.47057 0.72274 -5.2 -5.0 3.8 -0.238
H -0.91269 1.03658 1.68647 2.7 1.1 1.4 0.244
Ga 0.85947 -1.08836 -3.10085 -0.7 0.4 -2.7 1.049
Li 1.14079 -1.21283 -0.93913 0.5 0.0 2.7 0.914
H -1.39324 -0.69647 0.89041 -0.5 0.9 -0.6 0.243
```
Positions in Å, forces in eV/Å.

***

# 3
A 2-piece molecular cluster, C2H2I2P overall at a distorted geometry, computed with wB97M-V/def2-TZVPD.

## Properties
E_HOMO: -13.79 eV
net charge: +1

XYZ file:
```
7
Properties=species:S:1:pos:R:3:forces:R:3:nbo_charge:R:1
C -0.31142 0.11549 -0.14820 0.7 0.1 -0.8 -0.262
C -0.63347 1.23311 0.15511 1.2 -3.3 -0.8 -0.192
P 3.77033 -0.42344 1.24375 0.0 -0.3 -1.5 0.519
I 3.50623 -2.47924 -0.05538 0.2 1.6 0.8 0.216
I 4.17162 1.43739 -0.21537 -0.3 -1.3 0.7 0.263
H 0.03317 -0.75053 -0.68960 -0.2 0.2 0.5 0.233
H -1.22010 1.98119 0.44647 -1.6 3.0 1.1 0.224
```
Positions in Å, forces in eV/Å.

***

# 4
C2H2I2S2 as an isolated structure at a distorted geometry, computed with wB97M-V/def2-TZVPD.

## Properties
E_HOMO (alpha / beta): -7.29 / -8.58 eV
2S+1: 3

XYZ file:
```
8
Properties=species:S:1:pos:R:3:forces:R:3:nbo_charge:R:1
C -0.13207 -0.13235 -0.63741 0.1 0.5 -0.9 -0.260
C -0.23480 -0.13160 0.66693 -1.5 -1.1 -0.8 -0.550
S 2.08847 0.69242 -1.17128 0.8 1.3 0.6 0.075
S -1.58242 -0.94164 1.48387 0.2 0.2 0.7 0.055
I -1.25352 -0.71962 -2.34892 0.5 0.2 1.3 0.196
I 1.12187 0.67517 1.99632 0.4 0.1 0.5 0.228
H 2.13597 1.80365 -0.31847 -0.1 -0.9 -1.1 0.130
H -2.14350 -1.24602 0.32896 -0.5 -0.3 -0.4 0.124
```
Positions in Å, forces in eV/Å.

***

# 5
C2H2I4S as an isolated structure at a distorted geometry, computed with wB97M-V/def2-TZVPD.

## Properties
E_HOMO (alpha / beta): -8.70 / -9.30 eV

XYZ file:
```
9
Properties=species:S:1:pos:R:3:forces:R:3:nbo_charge:R:1
C -2.08765 0.31758 0.56201 -0.2 -1.3 -3.8 -0.536
C 1.82700 -0.29827 -0.38716 -1.0 0.1 1.7 -0.746
S 0.56406 -1.41768 0.17853 0.1 0.0 0.3 0.163
I -1.78707 1.42532 -1.24864 0.0 -0.4 0.9 0.169
I -3.52256 -1.16473 0.37123 0.4 0.2 0.4 0.240
I 1.81810 1.48019 0.96936 0.0 -0.7 -0.9 0.133
I 3.70642 -1.16885 -0.42916 0.8 -0.6 0.1 0.226
H -2.11646 0.92805 1.37603 0.1 1.4 2.4 0.146
H 1.59816 -0.10160 -1.39219 -0.1 1.2 -1.1 0.206
```
Positions in Å, forces in eV/Å.

***

# 6
C2H2IN in the gas phase at a distorted geometry, computed with wB97M-V/def2-TZVPD.

## Properties
E_HOMO: -9.62 eV
SMILES: IC1=NC1

XYZ file:
```
6
Properties=species:S:1:pos:R:3:forces:R:3:nbo_charge:R:1
C -0.67688 0.35693 0.06791 1.8 -1.4 -0.8 0.041
C 0.71625 -0.15425 -0.01423 -2.3 1.0 0.7 -0.312
N 0.17547 1.26665 -0.02843 -0.9 0.4 0.4 -0.319
I -2.57519 -0.42926 -0.00418 0.1 0.6 0.1 0.240
H 1.16933 -0.53594 0.83623 0.7 -0.2 1.9 0.173
H 1.19103 -0.50413 -0.85730 0.5 -0.5 -2.3 0.178
```
Positions in Å, forces in eV/Å.

***

# 7
C2H2IN as an isolated structure at a distorted geometry, computed with wB97M-V/def2-TZVPD.

## Properties
E_HOMO (alpha / beta): -9.14 / -9.13 eV

XYZ file:
```
6
Properties=species:S:1:pos:R:3:forces:R:3:nbo_charge:R:1
C -0.74313 0.30885 0.00398 0.2 -0.4 0.7 -0.037
C 0.41333 -0.19347 -0.70108 -5.0 1.0 -3.2 -0.224
N -0.68154 1.38710 -0.61419 1.9 -2.1 -0.4 -0.221
I 0.25535 -1.32391 -2.58947 0.1 1.0 1.6 0.119
H -1.23226 -0.05857 0.89315 -0.7 0.0 0.1 0.180
H 1.32467 -0.15320 -0.30254 3.6 0.5 1.2 0.183
```
Positions in Å, forces in eV/Å.

***

# 8
C2H2IN in the gas phase at a distorted geometry, computed with wB97M-V/def2-TZVPD.

## Properties
E_HOMO (alpha / beta): -6.76 / -9.55 eV
2S+1: 3

XYZ file:
```
6
Properties=species:S:1:pos:R:3:forces:R:3:nbo_charge:R:1
C -2.57420 1.43958 1.00425 9.3 -4.7 -3.1 0.211
C -0.26190 0.19632 0.27922 -3.0 -2.5 2.0 -0.173
N -1.42992 0.83964 0.63768 -8.1 3.4 1.0 -0.512
I -2.59180 2.08126 3.04856 -0.7 0.7 1.8 0.074
H -0.17020 -0.89985 0.54711 0.1 1.7 -0.3 0.210
H 0.41593 0.80949 -0.15039 2.3 1.4 -1.4 0.189
```
Positions in Å, forces in eV/Å.

***

# 9
C2H2IN2OP in the gas phase at a distorted geometry, computed with wB97M-V/def2-TZVPD.

## Properties
E_HOMO: -9.44 eV
SMILES: Pc1nnc(I)o1

XYZ file:
```
9
Properties=species:S:1:pos:R:3:forces:R:3:nbo_charge:R:1
C -0.22696 0.37592 0.30608 -0.9 -1.6 -0.7 0.272
C 0.48193 -1.69527 -0.31786 0.1 3.9 1.4 0.199
N -1.12526 -0.18816 -0.48339 0.3 0.4 0.4 -0.361
N -0.61956 -1.41670 -0.83755 -0.4 -1.0 -0.4 -0.279
O 0.83491 -0.32276 0.50247 1.2 -3.0 -0.3 -0.491
P -0.39792 2.03506 1.01195 0.0 -0.7 0.7 0.336
I 1.88626 -3.13331 -0.37155 0.1 -0.1 0.0 0.311
H -1.42251 2.05322 0.09963 -0.8 1.0 -0.6 0.016
H 0.58911 2.29200 0.09022 0.6 1.1 -0.6 -0.002
```
Positions in Å, forces in eV/Å.

***

# 10
A 2-piece molecular cluster, C2H2IN3O overall at a distorted geometry, computed with wB97M-V/def2-TZVPD.

## Properties
E_HOMO: -9.38 eV
SMILES: [O-][N+]#CI.N#CN

XYZ file:
```
9
Properties=species:S:1:pos:R:3:forces:R:3:nbo_charge:R:1
C 1.15938 -0.32026 -1.00469 -0.1 0.0 -0.1 0.402
C -1.68360 0.44856 0.17702 -0.3 -0.8 0.6 -0.099
N 0.77047 0.13662 -1.98091 -0.2 0.3 -0.7 -0.372
N -1.83434 1.51926 0.61214 0.5 -0.8 -1.1 0.179
N 1.50201 -0.87338 0.14697 0.5 -0.3 0.9 -0.856
O -1.85256 2.68377 0.81648 -0.3 1.3 0.7 -0.382
I -1.89611 -1.54622 0.32016 -0.2 0.3 -0.1 0.300
H 1.92724 -0.25128 0.82086 0.0 -0.2 -0.1 0.414
H 1.90752 -1.79706 0.09196 0.0 0.1 0.1 0.412
```
Positions in Å, forces in eV/Å.

***

# 11
An isolated ion of composition C2H2IN4 and charge +1 at a distorted geometry, computed with wB97M-V/def2-TZVPD.

## Properties
E_HOMO (alpha / beta): -13.25 / -13.25 eV
net charge: +1

XYZ file:
```
9
Properties=species:S:1:pos:R:3:forces:R:3:nbo_charge:R:1
C 0.71869 1.98757 -0.43566 -1.1 -0.3 -0.5 0.101
C -0.84282 -1.03028 0.17353 -4.1 -1.5 -1.7 -0.157
N 1.46602 -1.30708 0.82399 0.5 -0.4 0.2 0.312
N -0.14578 1.20604 -0.28009 2.4 -0.3 0.1 -0.076
N -0.86804 0.37640 0.32513 -2.8 -0.7 1.2 -0.357
N 0.41023 -1.41188 0.55572 4.0 -0.6 1.1 0.126
I 1.75811 3.48845 -1.20566 0.0 0.0 0.0 0.472
H -0.94825 -1.59010 -0.84961 -0.1 1.3 1.2 0.270
H -1.54816 -1.71912 0.89264 1.2 2.5 -1.5 0.310
```
Positions in Å, forces in eV/Å.

***

# 12
A 2-piece molecular cluster, C2H2INO overall at a distorted geometry, computed with wB97M-V/def2-TZVPD.

## Properties
E_HOMO: -10.21 eV

XYZ file:
```
7
Properties=species:S:1:pos:R:3:forces:R:3:nbo_charge:R:1
C -0.33152 -1.66525 0.02986 1.8 8.4 -0.3 0.048
C 0.08257 0.53336 -0.32187 -0.9 -2.6 2.3 0.116
N -0.55617 -2.75100 -0.04454 -1.2 -6.0 -0.3 -0.485
O -0.80407 1.11902 0.47483 2.7 2.2 1.6 -0.635
I 2.13960 0.63989 -0.01243 -0.3 0.2 0.0 0.256
H -0.26129 0.43069 -1.29835 -0.3 -0.3 -1.6 0.195
H -0.26912 1.69329 1.17251 -1.8 -1.8 -1.7 0.505
```
Positions in Å, forces in eV/Å.

***

In a.u., the total energy values for the records above are, in order, -593.67276 -2159.33261 -1013.75719 -1468.98349 -1666.22956 -429.76352 -429.72763 -429.65635 -901.11451 -614.47971 -593.67271 -504.96425.